C8H18ClN2O | ωB97M-V/def2-TZVPD

Summary:
E_HOMO in eV: -12.71
Frontier orbital gap in eV: 9.16
E in eV: -26129.50950
Relative energy (zero: lowest compared OMol25 entry of this formula, charge and spin) in kcal per mole: 17.7
Net charge: +1

Each line ends with the Mulliken charge.
Element x y z (Å)
Cl 1.5641 -0.8916 1.3638  0.019
O 2.5992 0.0830 -1.8898  -0.392
N 0.1374 0.5460 -0.6105  0.220
N -1.0265 -0.9294 1.9188  0.223
C 2.3143 1.4548 -1.6328  -0.641
C 1.2549 1.5985 -0.5672  -0.405
C -0.0153 -0.2321 1.4370  -0.601
C 1.4838 -0.5659 -2.4812  -0.567
C -1.1447 1.2236 -0.9252  -0.600
C -2.2316 -0.2188 2.4018  -0.773
C -0.9102 -2.3468 2.3278  -0.854
C 0.3054 -0.6486 -1.5192  -0.407
H -0.2850 -2.4555 3.2321  0.339
H -0.9906 2.3152 -1.0055  0.302
H 0.7793 2.5811 -0.6768  0.237
H -2.5703 0.5048 1.6456  0.255
H -1.8980 1.0428 -0.1367  0.076
H -0.4819 -2.9359 1.5055  0.343
H -1.5501 0.8427 -1.8825  0.343
H -0.1114 0.8543 1.5602  0.696
H -1.9383 -2.6806 2.5406  0.324
H 2.0022 1.9917 -2.5480  0.345
H 1.1583 -0.0660 -3.4156  0.325
H 0.3836 -1.5640 -0.9085  0.167
H 1.8337 -1.5818 -2.6960  0.359
H -2.0269 0.3395 3.3321  0.328
H 1.7308 1.5571 0.4255  0.333
H -3.0132 -0.9633 2.5839  0.328
H 3.2570 1.8710 -1.2571  0.344
H -0.6099 -0.7260 -2.1220  0.333

Cartesian forces (eV/Å) of the 2 atoms listed first:
Cl -0.52 -0.16 0.39
O -0.43 0.38 -0.22

---

C8H18F2NO3P | ωB97M-V/def2-TZVPD

Summary:
E_HOMO (alpha / beta) in eV: -5.89 / -10.59
Frontier orbital gap (alpha / beta) in eV: 6.51 / 9.55
E in eV: -30942.16978
Spin multiplicity: 3

Each line ends with the Mulliken spin population.
Element x y z (Å)
P 0.4229 0.4792 0.4375  0.048
F -5.2386 -0.0128 1.4478  0.016
F -5.0227 0.5924 -0.5658  0.046
O 2.0143 0.4965 0.5166  0.006
O -0.0099 -1.1474 0.5953  0.050
O -0.0891 1.2454 1.5793  0.021
N -2.5655 0.9235 0.9984  0.299
C 0.1972 -2.6995 -1.3615  0.016
C -3.0748 -0.1490 0.4132  0.577
C 2.6761 1.6457 1.1089  0.005
C 0.6834 0.8335 -2.3173  0.002
C 0.7626 -2.1483 -0.0391  0.001
C -4.5356 -0.3260 0.3492  0.000
C 3.9833 1.1794 1.6995  0.000
C -0.2132 0.8286 -1.1440  0.740
H 2.0556 2.1656 1.8840  0.000
H -4.8426 -1.3621 -0.0287  0.015
H -3.1244 1.6245 1.4505  -0.021
H 0.5054 -0.1501 -2.8978  0.071
H 4.4793 1.8816 2.4461  0.000
H -1.6027 0.9860 1.1313  -0.066
H 4.6550 0.8801 0.9083  0.000
H 0.1502 -3.7502 -1.2420  0.001
H 0.2741 1.5327 -3.0096  0.030
H 0.8469 -2.4532 -2.1571  -0.004
H 1.7706 0.9990 -2.0751  0.001
H 0.7074 -3.0241 0.6473  0.001
H 3.7841 0.2267 2.1631  0.000
H -2.3461 -0.7315 -0.1109  0.127
H 1.7735 -1.8299 -0.0970  -0.002
H -1.2520 1.0365 -1.3196  0.023
H -0.7093 -2.1332 -1.6659  -0.002
H 2.8845 2.3604 0.2553  -0.002

Cartesian forces (eV/Å) of the 2 atoms listed first:
P 0.08 -2.47 1.45
F -0.01 -0.05 1.30

---

C8H18F5IrN4O | ωB97M-V/def2-TZVPD

Summary:
E_HOMO (alpha / beta) in eV: -10.92 / -12.16
Frontier orbital gap (alpha / beta) in eV: 8.35 / 9.12
E in eV: -33016.69005
Spin multiplicity: 2
Relative energy (zero: lowest compared OMol25 entry of this formula, charge and spin) in kcal per mole: 14.9
Net charge: +1

Each line ends with the Mulliken spin population.
Element x y z (Å)
Ir 0.6715 0.2145 0.6533  0.789
F 1.7348 2.4542 -0.6967  -0.001
F 3.1944 0.3775 -1.6192  0.002
F 3.9840 -0.0271 0.3596  0.006
F 4.3717 1.8767 -0.5946  0.000
F 2.5617 2.1928 1.3141  0.010
O -1.1385 -1.2089 0.7902  0.015
N -0.3870 1.9798 1.1458  -0.001
N -1.1054 -2.0648 2.9345  0.000
N 1.4640 -1.4876 -0.2988  0.003
N -0.8415 0.1122 -1.0330  0.093
C -1.2894 1.5092 -1.1575  -0.012
C -1.7904 -0.7915 -0.4139  0.007
C -0.0110 -0.4754 -2.0964  -0.021
C -1.5554 2.1099 0.2243  0.013
C 0.7212 -1.7177 -1.5845  0.013
C -1.9673 -1.7515 1.8675  -0.003
C 2.1573 1.4709 0.2081  0.072
C 3.4588 0.9384 -0.4134  -0.011
H -0.6062 -0.7630 -2.9708  0.003
H -0.9548 -3.0442 3.1085  0.000
H 2.4570 -1.4127 -0.4893  0.004
H -0.7119 2.0484 2.1054  0.003
H -1.2725 -1.5618 3.7897  0.001
H -2.0089 -1.6601 -1.0407  0.001
H -1.8411 3.1559 0.1075  0.001
H -2.4770 -2.6224 1.4511  0.001
H -2.6986 -0.9837 2.1320  0.000
H -2.3969 1.6025 0.6964  -0.002
H 0.2369 2.7697 1.0142  0.005
H 0.0125 -2.5268 -1.4130  0.000
H -0.5009 2.0596 -1.6680  0.002
H 1.4076 -2.0589 -2.3587  0.002
H 1.3533 -2.3053 0.2935  0.004
H 0.7031 0.2875 -2.4039  0.001
H -2.7313 -0.2846 -0.1883  0.003
H -2.2038 1.5879 -1.7551  0.001

Cartesian forces (eV/Å) of the 2 atoms listed first:
Ir -0.01 -0.03 -0.01
F 0.00 0.00 -0.01

---

Q: Which value of E does entry 1 give?
A: -26129.50950 eV